1.
A cluster of 12 separate species, H24O12 in total in a non-equilibrium geometry. Source: the OMol25 dataset; level of theory: ωB97M-V with the def2-TZVPD basis set.

Last columns: bonded neighbours and bond lengths (Å).
CARTESIAN COORDINATES (ANGSTROEM)
1 O 0.6986 -3.2685 0.1136  H14 0.957, H36 0.957
2 O -2.6685 1.4425 -0.6489  H17 0.957, H26 0.957
3 O 1.5825 1.7871 -1.8879  H19 0.957, H32 0.957
4 O -1.5048 2.2642 2.0590  H34 0.957, H35 0.957
5 O 0.0133 -1.8226 -3.2498  H15 0.957, H27 0.957
6 O -1.7973 -2.3947 0.9149  H13 0.957, H31 0.957
7 O -0.5263 0.8470 -3.3560  H20 0.957, H25 0.957
8 O 1.9705 1.4546 0.9614  H24 0.957, H29 0.957
9 O -0.2577 0.0653 -0.1917  H28 0.957, H30 0.957
10 O -2.6248 -0.3125 2.2907  H16 0.957, H18 0.957
11 O 2.7212 -1.1188 -0.2162  H21 0.957, H23 0.957
12 O 0.4058 -0.0786 2.9963  H22 0.957, H33 0.957
13 H -1.8586 -2.1839 -0.0168  O6 0.957
14 H 0.1085 -2.7734 0.6819  O1 0.957
15 H 0.8851 -2.0265 -3.5881  O5 0.957
16 H -2.0818 0.3432 1.8532  O10 0.957
17 H -1.7848 1.0765 -0.6849  O2 0.957
18 H -3.3761 0.1799 2.6214  O10 0.957
19 H 2.2510 1.1292 -2.0792  O3 0.957
20 H -0.4695 -0.0756 -3.1072  O7 0.957
21 H 3.2111 -1.5680 0.4725  O11 0.957
22 H 0.1021 0.8137 2.8296  O12 0.957
23 H 3.3199 -1.0993 -0.9629  O11 0.957
24 H 2.2786 2.2133 1.4571  O8 0.957
25 H 0.0905 1.2909 -2.7741  O7 0.957
26 H -2.5431 2.3842 -0.7654  O2 0.957
27 H -0.5839 -2.3161 -3.8120  O5 0.957
28 H 0.2801 0.4914 0.4758  O9 0.957
29 H 2.7281 0.8710 0.9205  O8 0.957
30 H 0.3035 -0.6232 -0.5484  O9 0.957
31 H -2.1232 -1.6125 1.3599  O6 0.957
32 H 1.4133 1.6918 -0.9506  O3 0.957
33 H 1.3172 -0.0805 2.7037  O12 0.957
34 H -1.9265 2.8953 1.4757  O4 0.957
35 H -1.0021 2.8017 2.6710  O4 0.957
36 H 1.4482 -2.6880 -0.0179  O1 0.957

Computed properties:
2S+1 = 2
ΔE to the lowest compared entry with this formula, charge and spin = 12.5 kcal/mol
total charge = -1
gap between HOMO and LUMO (spin up / spin down) = 2.80 / 9.52 eV

---

2.
A cluster of 12 separate species, H24O12 in total in a non-equilibrium geometry. Source: the OMol25 dataset; level of theory: ωB97M-V with the def2-TZVPD basis set.

Last columns: bonded neighbours and bond lengths (Å).
CARTESIAN COORDINATES (ANGSTROEM)
1 O 4.9217 2.2592 1.6215  H17 1.024, H33 0.966
2 O -0.6575 -0.8096 -1.0965  H19 0.932, H36 0.969
3 O 1.1174 -0.0045 -5.1339  H21 0.966, H32 0.977
4 O -2.1441 1.6126 0.6359  H20 1.028, H29 0.938
5 O 2.0185 1.1126 3.2419  H14 1.002, H30 0.970
6 O -0.4104 -3.3144 1.0205  H25 0.985, H27 0.922
7 O -2.5549 -1.6210 -1.7269  H22 0.964, H31 0.962
8 O -0.0061 1.8707 2.2815  H18 0.945, H28 0.976
9 O -3.6167 -0.7570 2.0603  H13 0.984, H24 0.953
10 O 0.0912 3.1311 0.8600  H26 0.938, H34 0.971
11 O 0.3745 -2.9202 -3.2145  H15 0.972, H35 1.008
12 O 1.0590 -0.2032 0.3001  H16 0.960, H23 1.007
13 H -2.7222 -0.3487 2.0251  O9 0.984
14 H 2.0121 0.6983 4.1541  O5 1.002
15 H 0.2261 -3.8637 -3.3964  O11 0.972
16 H 1.9658 -0.1465 -0.0108  O12 0.960
17 H 5.0109 1.3765 1.1107  O1 1.024
18 H -0.6544 2.5585 2.2871  O8 0.945
19 H -1.2625 -0.2471 -1.5284  O2 0.932
20 H -2.2491 1.8558 -0.3577  O4 1.028
21 H 0.6608 -0.1545 -5.9723  O3 0.966
22 H -2.9666 -1.7779 -2.5849  O7 0.964
23 H 0.5569 0.1089 -0.5151  O12 1.007
24 H -3.6988 -1.3861 1.3488  O9 0.953
25 H -0.4433 -3.4812 1.9908  O6 0.985
26 H -0.3776 3.9249 0.6863  O10 0.938
27 H -0.1841 -2.4212 0.9900  O6 0.922
28 H 0.8286 2.3754 2.3072  O8 0.976
29 H -2.5873 2.2287 1.1869  O4 0.938
30 H 2.9227 1.0226 2.9041  O5 0.970
31 H -3.2900 -1.6470 -1.1076  O7 0.962
32 H 1.2294 -0.8868 -4.7299  O3 0.977
33 H 4.9890 1.9810 2.5446  O1 0.966
34 H -0.5338 2.4533 0.5538  O10 0.971
35 H 1.3657 -2.8932 -3.3981  O11 1.008
36 H -0.9905 -1.6862 -1.3385  O2 0.969

Computed properties:
ΔE to the lowest compared entry with this formula, charge and spin = 169.7 kcal/mol
SMILES string = O.O.O.O.O.O.O.O.O.O.O.O
total charge = 0
gap between HOMO and LUMO = 7.79 eV

---

3.
A cluster of 12 separate species, H24O12 in total in a non-equilibrium geometry. Source: the OMol25 dataset; level of theory: ωB97M-V with the def2-TZVPD basis set.

Last columns: bonded neighbours and bond lengths (Å).
CARTESIAN COORDINATES (ANGSTROEM)
1 O -0.5661 0.5596 -1.1221  H15 0.964, H26 0.964
2 O -1.2559 3.6977 -0.7968  H13 0.964, H31 0.964
3 O -4.3952 -1.4189 1.0997  H14 0.964, H23 0.964
4 O 1.9532 1.5138 -2.0406  H34 0.964, H35 0.964
5 O 4.6095 -0.0754 -1.4892  H27 0.964, H29 0.964
6 O -3.7256 -1.7919 -1.8905  H17 0.964, H18 0.964
7 O 3.4614 -3.0754 0.3031  H16 0.964, H30 0.964
8 O 0.7381 2.6602 1.8535  H19 0.964, H32 0.964
9 O -2.5939 0.3489 2.3595  H22 0.964, H28 0.964
10 O -2.3375 -0.2649 -0.3021  H21 0.964, H33 0.964
11 O -0.0548 -2.2470 -0.1485  H24 0.964, H25 0.964
12 O 4.2155 -0.0149 2.4605  H20 0.964, H36 0.964
13 H -0.8476 4.1296 -1.5556  O2 0.964
14 H -3.9957 -0.5448 1.1727  O3 0.964
15 H -0.1923 0.3261 -1.9794  O1 0.964
16 H 3.2178 -3.2787 1.2132  O7 0.964
17 H -2.9985 -2.4245 -1.9010  O6 0.964
18 H -3.3767 -1.0258 -2.3598  O6 0.964
19 H 0.0057 3.2294 1.5916  O8 0.964
20 H 3.3208 0.3414 2.5002  O12 0.964
21 H -2.0383 -0.9279 -0.9345  O10 0.964
22 H -3.1919 1.0545 2.0883  O9 0.964
23 H -3.7069 -2.0180 1.4099  O3 0.964
24 H 0.2507 -2.8828 0.5084  O11 0.964
25 H -0.4319 -1.5313 0.3755  O11 0.964
26 H 0.1592 0.4174 -0.5035  O1 0.964
27 H 4.2316 -0.9599 -1.4267  O5 0.964
28 H -1.7694 0.8051 2.5622  O9 0.964
29 H 5.4133 -0.1997 -2.0063  O5 0.964
30 H 2.6210 -3.0685 -0.1687  O7 0.964
31 H -2.0542 4.2130 -0.6353  O2 0.964
32 H 1.0290 2.2573 1.0277  O8 0.964
33 H -3.0135 0.2278 -0.7810  O10 0.964
34 H 1.4635 2.2621 -1.6811  O4 0.964
35 H 1.2729 0.9552 -2.4332  O4 0.964
36 H 4.2411 -0.4918 1.6234  O12 0.964

Computed properties:
ΔE to the lowest compared entry with this formula, charge and spin = 108.2 kcal/mol
SMILES string = O.O.O.O.O.O.O.O.O.O.O.O
total charge = 0
gap between HOMO and LUMO = 9.06 eV

---

4.
A cluster of 12 separate species, H24O12 in total in a non-equilibrium geometry. Source: the OMol25 dataset; level of theory: ωB97M-V with the def2-TZVPD basis set.

Last columns: bonded neighbours and bond lengths (Å).
CARTESIAN COORDINATES (ANGSTROEM)
1 O 1.2300 -3.0935 -2.9499  H21 1.042, H32 0.979
2 O -4.3020 0.0310 2.0095  H14 1.027, H17 0.966
3 O 4.7026 0.7987 -1.4256  H16 0.959, H36 1.005
4 O 1.7626 -0.2890 -2.5108  H20 0.998, H33 0.969
5 O -2.0168 3.3553 1.6378  H23 0.895, H26 0.973
6 O -3.3527 0.6994 -1.3589  H24 0.927, H25 1.001
7 O -3.7058 -3.4668 -1.3304  H18 1.012, H34 0.933
8 O 1.3267 -2.5960 2.4143  H29 0.956, H31 0.900
9 O -0.3107 0.0418 -0.2463  H19 0.944, H35 0.906
10 O -0.6440 2.4322 3.4703  H22 0.957, H30 0.935
11 O 1.6291 2.4904 -0.1386  H15 1.019, H27 0.945
12 O 2.8924 0.8932 0.9599  H13 0.887, H28 0.971
13 H 2.4475 0.9421 1.7259  O12 0.887
14 H -4.2143 -0.8818 2.4727  O2 1.027
15 H 0.7567 2.7652 -0.5872  O11 1.019
16 H 3.7917 0.6031 -1.6550  O3 0.959
17 H -4.2627 -0.2857 1.0973  O2 0.966
18 H -3.6870 -4.3138 -0.7766  O7 1.012
19 H 0.1769 0.8151 -0.4816  O9 0.944
20 H 2.0993 -1.2284 -2.5043  O4 0.998
21 H 2.0601 -3.0055 -3.5732  O1 1.042
22 H -0.1524 1.9320 4.1211  O10 0.957
23 H -2.1129 2.9111 2.4084  O5 0.895
24 H -4.1435 0.3455 -1.0285  O6 0.927
25 H -2.9569 -0.1951 -1.5728  O6 1.001
26 H -1.0750 3.3919 1.3940  O5 0.973
27 H 2.0245 1.9678 -0.8196  O11 0.945
28 H 3.3464 0.0408 1.0583  O12 0.971
29 H 0.7937 -1.8204 2.5808  O8 0.956
30 H 0.0454 2.9466 3.1050  O10 0.935
31 H 1.1913 -3.0388 3.1864  O8 0.900
32 H 0.5781 -3.5288 -3.5356  O1 0.979
33 H 2.2205 0.0321 -3.3021  O4 0.969
34 H -2.9098 -3.0524 -1.0749  O7 0.933
35 H -0.2498 -0.3492 -1.0617  O9 0.906
36 H 5.0210 1.7097 -1.7081  O3 1.005

Computed properties:
ΔE to the lowest compared entry with this formula, charge and spin = 112.4 kcal/mol
SMILES string = O.O.O.O.O.O.O.O.O.O.O.O
total charge = 0
gap between HOMO and LUMO = 10.17 eV

---

5.
A cluster of 12 separate species, H24O12 in total in a non-equilibrium geometry. Source: the OMol25 dataset; level of theory: ωB97M-V with the def2-TZVPD basis set.

Last columns: bonded neighbours and bond lengths (Å).
CARTESIAN COORDINATES (ANGSTROEM)
1 O 8.1230 -8.1390 -9.6750  H30 1.004, H36 0.966
2 O 7.7410 -7.8980 -12.2160  H19 0.980, H34 0.965
3 O 8.1910 -11.0430 -12.6390  H29 0.957, H35 1.005
4 O 8.9940 -8.5830 -14.6560  H31 0.973, H33 0.924
5 O 10.2340 -6.5430 -10.0350  H13 0.940, H14 0.972
6 O 5.8850 -6.2390 -9.7550  H18 0.959, H22 0.932
7 O 6.5990 -11.1360 -14.7450  H20 0.967, H27 0.967
8 O 7.8230 -3.6110 -10.9780  H15 0.962, H28 0.949
9 O 8.9580 -5.3380 -12.5660  H23 0.967, H25 0.962
10 O 10.9180 -7.7530 -12.3050  H17 0.979, H32 0.979
11 O 4.9910 -7.9260 -12.4710  H16 0.947, H26 0.910
12 O 6.3360 -6.2500 -14.6540  H21 0.973, H24 0.942
13 H 10.2650 -7.0880 -10.8000  O5 0.940
14 H 10.9470 -6.9160 -9.4890  O5 0.972
15 H 6.9450 -3.8060 -10.6360  O8 0.962
16 H 4.7560 -8.5170 -13.1720  O11 0.947
17 H 10.8240 -8.6770 -12.6130  O10 0.979
18 H 5.8690 -6.1170 -10.7060  O6 0.959
19 H 8.2340 -7.0590 -12.3280  O2 0.980
20 H 5.7560 -11.4830 -14.4220  O7 0.967
21 H 5.6860 -5.9730 -15.3230  O12 0.973
22 H 5.9080 -7.1710 -9.7550  O6 0.932
23 H 9.8520 -5.3690 -12.1990  O9 0.967
24 H 6.4390 -7.1850 -14.7120  O12 0.942
25 H 9.0600 -5.7420 -13.4330  O9 0.962
26 H 5.8870 -7.9150 -12.6290  O11 0.910
27 H 7.1550 -11.0370 -13.9600  O7 0.967
28 H 8.0630 -4.3460 -11.5290  O8 0.949
29 H 8.0590 -11.9900 -12.6670  O3 0.957
30 H 8.8010 -7.4000 -9.6300  O1 1.004
31 H 9.0010 -7.6440 -14.9090  O4 0.973
32 H 11.8630 -7.5100 -12.3820  O10 0.979
33 H 8.7100 -9.0910 -15.3740  O4 0.924
34 H 8.1080 -8.4880 -12.8850  O2 0.965
35 H 9.1820 -11.0460 -12.8070  O3 1.005
36 H 8.1130 -8.2200 -10.6380  O1 0.966

Computed properties:
ΔE to the lowest compared entry with this formula, charge and spin = 60.2 kcal/mol
SMILES string = O.O.O.O.O.O.O.O.O.O.O.O
total charge = 0
gap between HOMO and LUMO = 8.62 eV

---

6.
A cluster of 12 separate species, H24O12 in total in a non-equilibrium geometry. Source: the OMol25 dataset; level of theory: ωB97M-V with the def2-TZVPD basis set.

Last columns: bonded neighbours and bond lengths (Å).
CARTESIAN COORDINATES (ANGSTROEM)
1 O -0.1535 1.8027 0.5778  H21 1.011, H26 0.964
2 O -2.2251 0.4903 -4.7443  H30 0.910, H36 0.985
3 O -0.8405 -4.3240 -1.3885  H20 0.951, H27 0.991
4 O -0.4445 -0.3209 -0.8488  H15 0.966, H32 1.007
5 O 1.8463 2.4820 -0.8864  H17 0.964, H33 1.000
6 O -4.2399 -0.0884 1.3935  H13 1.015, H29 0.978
7 O 1.3003 2.8802 2.0515  H18 0.940, H31 1.040
8 O -1.7386 2.0796 -0.2169  H23 1.007, H28 0.962
9 O 0.9751 -5.6803 -1.1270  H16 0.976, H24 0.999
10 O 2.5125 -0.1887 -3.2192  H14 1.038, H19 0.950
11 O 0.6822 0.9432 4.9303  H25 0.991, H34 0.944
12 O 2.0782 -0.6642 3.3367  H22 0.976, H35 1.036
13 H -4.5027 0.6558 0.7550  O6 1.015
14 H 3.4893 0.0918 -3.4316  O10 1.038
15 H -0.3748 0.5073 -0.3557  O4 0.966
16 H 0.7958 -4.8225 -0.6976  O9 0.976
17 H 2.7306 2.8082 -0.6845  O5 0.964
18 H 1.2775 2.2969 2.7887  O7 0.940
19 H 2.0324 -0.0878 -4.0323  O10 0.950
20 H -1.6199 -4.1141 -0.8864  O3 0.951
21 H 0.2178 2.5520 0.0090  O1 1.011
22 H 2.7684 -0.4680 2.6752  O12 0.976
23 H -2.4124 2.3325 0.4876  O8 1.007
24 H 0.7610 -5.6395 -2.1024  O9 0.999
25 H 1.3474 1.6759 4.9776  O11 0.991
26 H 0.5444 1.3605 1.0743  O1 0.964
27 H -0.4684 -3.4268 -1.5826  O3 0.991
28 H -1.5264 2.9745 -0.4994  O8 0.962
29 H -5.0063 -0.1916 1.9928  O6 0.978
30 H -2.4463 1.2707 -4.3313  O2 0.910
31 H 2.2518 3.2772 2.1913  O7 1.040
32 H 0.4086 -0.8427 -0.7341  O4 1.007
33 H 1.7593 1.7288 -0.2349  O5 1.000
34 H 0.4813 0.8341 4.0140  O11 0.944
35 H 2.2985 0.0765 4.0267  O12 1.036
36 H -2.8272 -0.1424 -4.2886  O2 0.985

Computed properties:
ΔE to the lowest compared entry with this formula, charge and spin = 187.2 kcal/mol
SMILES string = O.O.O.O.O.O.O.O.O.O.O.O
total charge = 0
gap between HOMO and LUMO = 8.27 eV